Here is 10 unconnected molecules or ions with the total composition C46H110NO9 in a non-equilibrium geometry from the OMol25 dataset. Energies are from wB97M-V/def2-TZVPD.

Last columns: bonded neighbours and bond lengths (Å).
Element x y z (Å)
1 C 0.15 6.66 0.94  C2 1.325, H30 1.083, H31 1.084
2 C -1.12 6.30 0.82  C1 1.325, C3 1.508, H32 1.086
3 C -1.65 5.10 0.07  C2 1.508, C4 1.543, H33 1.089, H34 1.092
4 C -1.93 3.83 0.90  C3 1.543, C5 1.563, C7 1.578, C22 1.540
5 C -0.54 3.16 1.16  C4 1.563, C6 1.547, H35 1.089, H36 1.092
6 C -0.33 2.27 2.40  C5 1.547, H37 1.086, H38 1.091, H39 1.088
7 C -2.76 2.75 0.11  C4 1.578, C8 1.552, C20 1.540, H40 1.089
8 C -3.78 3.23 -0.97  C7 1.552, C9 1.536, H41 1.093, H42 1.092
9 C -5.08 2.42 -1.11  C8 1.536, C10 1.546, H43 1.092, H44 1.094
10 C -5.02 1.24 -2.12  C9 1.546, C11 1.528, H45 1.093, H46 1.095
11 C -3.73 0.42 -2.12  C10 1.528, C12 1.543, H47 1.091, H48 1.094
12 C -3.63 -0.60 -0.96  C11 1.543, C13 1.529, H49 1.096, H50 1.096
13 C -3.57 -2.05 -1.45  C12 1.529, C14 1.540, H51 1.093, H52 1.095
14 C -2.20 -2.36 -2.07  C13 1.540, C15 1.529, H53 1.090, H54 1.096
15 C -1.20 -2.90 -1.04  C14 1.529, C16 1.546, H55 1.096, H56 1.095
16 C 0.08 -3.49 -1.68  C15 1.546, C17 1.546, H57 1.092, H58 1.092
17 C 1.39 -2.86 -1.16  C16 1.546, C18 1.528, H59 1.092, H60 1.095
18 C 2.22 -3.78 -0.27  C17 1.528, C19 1.534, H61 1.093, H62 1.090
19 C 3.16 -2.97 0.63  C18 1.534, H63 1.090, H64 1.092, H65 1.095
20 C -3.31 1.87 1.25  C7 1.540, N21 1.504, H66 1.088, H67 1.081
21 N -3.56 2.78 2.42  C20 1.504, C22 1.523, H68 1.018, H69 1.019
22 C -2.91 4.10 2.05  C4 1.540, N21 1.523, C23 1.532, H70 1.099
23 C -2.69 5.03 3.25  C22 1.532, C24 1.531, H71 1.097, H72 1.087
24 C -1.43 4.91 4.10  C23 1.531, C25 1.536, H73 1.093, H74 1.090
25 C -1.53 3.88 5.23  C24 1.536, C26 1.533, H75 1.092, H76 1.099
26 C -0.74 4.26 6.49  C25 1.533, C27 1.540, H77 1.093, H78 1.094
27 C -1.09 3.38 7.71  C26 1.540, C28 1.533, H79 1.095, H80 1.091
28 C -1.90 4.10 8.79  C27 1.533, C29 1.540, H81 1.093, H82 1.091
29 C -3.15 4.86 8.30  C28 1.540, H83 1.091, H84 1.090, H85 1.090
30 H 0.40 7.70 1.13  C1 1.083
31 H 0.97 5.96 0.90  C1 1.084
32 H -1.85 6.98 1.26  C2 1.086
33 H -2.54 5.43 -0.47  C3 1.089
34 H -0.91 4.82 -0.68  C3 1.092
35 H -0.29 2.57 0.28  C5 1.089
36 H 0.23 3.94 1.21  C5 1.092
37 H -1.24 2.01 2.94  C6 1.086
38 H 0.14 1.32 2.12  C6 1.091
39 H 0.35 2.75 3.10  C6 1.088
40 H -2.10 2.05 -0.39  C7 1.089
41 H -3.26 3.17 -1.93  C8 1.093
42 H -4.05 4.27 -0.85  C8 1.092
43 H -5.82 3.12 -1.49  C9 1.092
44 H -5.48 2.11 -0.14  C9 1.094
45 H -5.21 1.66 -3.11  C10 1.093
46 H -5.86 0.57 -1.92  C10 1.095
47 H -2.85 1.07 -2.16  C11 1.091
48 H -3.72 -0.15 -3.05  C11 1.094
49 H -4.51 -0.48 -0.31  C12 1.096
50 H -2.73 -0.41 -0.37  C12 1.096
51 H -4.38 -2.24 -2.15  C13 1.093
52 H -3.72 -2.70 -0.58  C13 1.095
53 H -2.31 -3.05 -2.90  C14 1.090
54 H -1.79 -1.41 -2.46  C14 1.096
55 H -0.91 -2.09 -0.37  C15 1.096
56 H -1.70 -3.65 -0.42  C15 1.095
57 H 0.02 -3.35 -2.76  C16 1.092
58 H 0.09 -4.56 -1.47  C16 1.092
59 H 2.00 -2.59 -2.02  C17 1.092
60 H 1.16 -1.94 -0.62  C17 1.095
61 H 1.58 -4.40 0.38  C18 1.093
62 H 2.84 -4.45 -0.87  C18 1.090
63 H 3.97 -3.60 1.02  C19 1.090
64 H 2.63 -2.52 1.46  C19 1.092
65 H 3.64 -2.18 0.04  C19 1.095
66 H -2.52 1.18 1.51  C20 1.088
67 H -4.16 1.23 1.04  C20 1.081
68 H -4.56 2.97 2.44  N21 1.018
69 H -3.27 2.40 3.32  N21 1.019
70 H -3.73 4.59 1.51  C22 1.099
71 H -3.55 4.92 3.92  C23 1.097
72 H -2.76 6.05 2.86  C23 1.087
73 H -1.29 5.88 4.59  C24 1.093
74 H -0.55 4.76 3.48  C24 1.090
75 H -1.20 2.88 4.93  C25 1.092
76 H -2.58 3.78 5.53  C25 1.099
77 H -0.89 5.32 6.72  C26 1.093
78 H 0.32 4.12 6.26  C26 1.094
79 H -1.63 2.49 7.37  C27 1.095
80 H -0.17 3.03 8.17  C27 1.091
81 H -2.24 3.33 9.50  C28 1.093
82 H -1.25 4.76 9.37  C28 1.091
83 H -3.17 4.97 7.22  C29 1.091
84 H -4.07 4.37 8.61  C29 1.090
85 H -3.17 5.87 8.71  C29 1.090
86 C 5.63 -7.32 -1.18  C87 1.516, H89 1.091, H90 1.089, H91 1.090
87 C 5.43 -6.43 0.04  C86 1.516, O88 1.433, H92 1.091, H93 1.092
88 O 4.06 -6.43 0.46  C87 1.433, H94 0.962
89 H 4.99 -6.98 -2.00  C86 1.091
90 H 6.67 -7.30 -1.51  C86 1.089
91 H 5.36 -8.35 -0.96  C86 1.090
92 H 5.68 -5.40 -0.19  C87 1.091
93 H 6.07 -6.77 0.86  C87 1.092
94 H 3.83 -7.34 0.68  O88 0.962
95 C 9.78 -9.05 -1.06  C96 1.516, H98 1.091, H99 1.091, H100 1.091
96 C 9.54 -8.19 0.17  C95 1.516, O97 1.427, H101 1.090, H102 1.095
97 O 8.19 -8.23 0.60  C96 1.427, H103 0.963
98 H 9.13 -8.73 -1.88  C95 1.091
99 H 10.82 -8.99 -1.38  C95 1.091
100 H 9.55 -10.10 -0.84  C95 1.091
101 H 9.76 -7.14 -0.05  C96 1.090
102 H 10.20 -8.51 0.98  C96 1.095
103 H 7.98 -9.15 0.81  O97 0.963
104 C -7.12 6.98 -3.41  C105 1.513, H107 1.091, H108 1.090, H109 1.092
105 C -7.09 5.52 -3.02  C104 1.513, O106 1.433, H110 1.090, H111 1.094
106 O -6.59 5.33 -1.68  C105 1.433, H112 0.963
107 H -6.12 7.42 -3.34  C104 1.091
108 H -7.49 7.11 -4.43  C104 1.090
109 H -7.77 7.55 -2.74  C104 1.092
110 H -6.42 4.96 -3.67  C105 1.090
111 H -8.08 5.08 -3.09  C105 1.094
112 H -7.19 5.79 -1.09  O106 0.963
113 C -2.96 10.06 0.35  C114 1.516, H116 1.086, H117 1.092, H118 1.094
114 C -4.33 10.20 0.97  C113 1.516, O115 1.429, H119 1.089, H120 1.096
115 O -5.34 9.58 0.17  C114 1.429, H121 0.962
116 H -2.94 10.49 -0.65  C113 1.086
117 H -2.20 10.55 0.95  C113 1.092
118 H -2.69 9.01 0.24  C113 1.094
119 H -4.62 11.24 1.06  C114 1.089
120 H -4.34 9.76 1.98  C114 1.096
121 H -5.11 8.65 0.08  O115 0.962
122 C -3.47 9.17 -4.94  C123 1.517, H125 1.090, H126 1.091, H127 1.092
123 C -3.48 9.12 -3.43  C122 1.517, O124 1.424, H128 1.091, H129 1.096
124 O -2.36 9.79 -2.86  C123 1.424, H130 0.963
125 H -2.55 8.71 -5.33  C122 1.090
126 H -4.32 8.64 -5.36  C122 1.091
127 H -3.50 10.20 -5.30  C122 1.092
128 H -3.43 8.09 -3.07  C123 1.091
129 H -4.40 9.57 -3.04  C123 1.096
130 H -2.38 10.71 -3.14  O124 0.963
131 C 3.67 -9.47 -5.13  C132 1.517, H134 1.091, H135 1.091, H136 1.093
132 C 5.07 -9.69 -4.59  C131 1.517, O133 1.424, H137 1.089, H138 1.095
133 O 5.08 -9.82 -3.17  C132 1.424, H139 0.963
134 H 3.22 -8.59 -4.68  C131 1.091
135 H 3.68 -9.35 -6.22  C131 1.091
136 H 3.03 -10.33 -4.90  C131 1.093
137 H 5.70 -8.83 -4.81  C132 1.089
138 H 5.52 -10.57 -5.05  C132 1.095
139 H 4.54 -10.59 -2.94  O133 0.963
140 C 13.25 -12.37 -1.10  C141 1.516, H143 1.090, H144 1.091, H145 1.093
141 C 12.95 -11.53 0.13  C140 1.516, O142 1.425, H146 1.090, H147 1.095
142 O 11.59 -11.64 0.54  C141 1.425, H148 0.962
143 H 12.60 -12.08 -1.92  C140 1.090
144 H 14.29 -12.25 -1.41  C140 1.091
145 H 13.07 -13.43 -0.89  C140 1.093
146 H 13.12 -10.47 -0.08  C141 1.090
147 H 13.61 -11.82 0.96  C141 1.095
148 H 11.42 -12.56 0.75  O142 0.962
149 C 3.45 1.75 0.24  C150 1.519, H152 1.090, H153 1.093, H154 1.092
150 C 2.62 0.52 -0.09  C149 1.519, O151 1.418, H155 1.091, H156 1.098
151 O 3.35 -0.41 -0.87  C150 1.418, H157 0.963
152 H 3.77 2.24 -0.68  C149 1.090
153 H 2.87 2.47 0.83  C149 1.093
154 H 4.34 1.48 0.81  C149 1.092
155 H 1.74 0.80 -0.67  C150 1.091
156 H 2.28 0.04 0.84  C150 1.098
157 H 4.12 -0.69 -0.37  O151 0.963
158 C -3.89 -5.62 -2.75  C159 1.517, H161 1.091, H162 1.091, H163 1.092
159 C -5.25 -5.54 -2.08  C158 1.517, O160 1.421, H164 1.090, H165 1.096
160 O -6.26 -6.21 -2.81  C159 1.421, H166 0.962
161 H -3.94 -5.20 -3.76  C158 1.091
162 H -3.14 -5.07 -2.18  C158 1.091
163 H -3.56 -6.66 -2.84  C158 1.092
164 H -5.58 -4.50 -2.01  C159 1.090
165 H -5.19 -5.94 -1.06  C159 1.096
166 H -6.02 -7.14 -2.89  O160 0.962

HOMO = -0.4005 Ha
Spin multiplicity = 1
Max |F| = 1.21 eV/A
Orbital gap = 8.3 eV
Net charge = +1